{"formula": "C42H75Br24INO7", "method": "wB97M-V/def2-TZVPD", "symbols": ["C", "O", "C", "C", "C", "C", "C", "C", "N", "C", "C", "C", "O", "C", "O", "C", "C", "O", "C", "C", "O", "O", "C", "C", "C", "O", "I", "H", "H", "H", "H", "H", "H", "H", "H", "H", "H", "H", "H", "H", "H", "H", "H", "H", "H", "H", "H", "H", "H", "H", "H", "H", "H", "H", "Br", "C", "C", "Br", "H", "H", "H", "H", "Br", "C", "C", "Br", "H", "H", "H", "H", "Br", "C", "C", "Br", "H", "H", "H", "H", "Br", "C", "C", "Br", "H", "H", "H", "H", "Br", "C", "C", "Br", "H", "H", "H", "H", "Br", "C", "C", "Br", "H", "H", "H", "H", "Br", "C", "C", "Br", "H", "H", "H", "H", "Br", "C", "C", "Br", "H", "H", "H", "H", "Br", "C", "C", "Br", "H", "H", "H", "H", "Br", "C", "C", "Br", "H", "H", "H", "H", "Br", "C", "C", "Br", "H", "H", "H", "H", "Br", "C", "C", "Br", "H", "H", "H", "H"], "positions_angstrom": [[-2.968373, -1.408530, -3.666857], [-2.176618, -1.417066, -4.821780], [-0.799270, -1.648032, -4.569851], [-0.201961, -0.693863, -3.540573], [1.231488, -0.253951, -3.834888], [1.895879, 0.373999, -2.600345], [1.218659, 1.713669, -2.152705], [0.608775, 1.535024, -0.787349], [-0.621023, 0.992487, -0.746995], [-1.274062, 0.673580, 0.381405], [-0.693534, 0.922185, 1.605837], [-1.476786, 0.537779, 2.846439], [-1.960776, -0.780529, 2.836879], [-0.969782, -1.736303, 2.484912], [-1.335888, -2.965575, 2.972020], [-1.864279, -3.932815, 2.069534], [-0.810099, -4.919798, 1.585728], [-0.511513, -4.766308, 0.194687], [0.576796, 1.515132, 1.604709], [1.241986, 1.813420, 2.925543], [2.282145, 1.328464, 3.243482], [0.606882, 2.680363, 3.713684], [1.245049, 1.833236, 0.424514], [2.607374, 2.467537, 0.406990], [2.639006, 3.985354, 0.241673], [3.555212, 4.620576, 0.608652], [0.965544, 5.043890, -0.620178], [-3.995380, -1.628748, -3.933399], [-2.643210, -2.151715, -2.930127], [-2.974671, -0.428190, -3.170330], [-0.285367, -1.583343, -5.521013], [-0.692214, -2.672934, -4.197482], [-0.825406, 0.203773, -3.537600], [-0.214749, -1.182017, -2.564069], [1.199288, 0.460697, -4.656936], [1.828190, -1.113373, -4.138201], [1.843684, -0.358269, -1.792389], [2.953552, 0.519594, -2.802224], [1.954094, 2.502726, -2.117422], [0.419455, 1.974862, -2.840818], [-1.076982, 0.787321, -1.629837], [-2.246296, 0.207761, 0.318496], [-0.893512, 0.731551, 3.747302], [-2.344588, 1.195885, 2.894720], [-0.806641, -1.776156, 1.402504], [-0.017694, -1.469895, 2.960323], [-2.359342, -3.494564, 1.200517], [-2.622179, -4.478432, 2.619140], [-1.139176, -5.945732, 1.755803], [0.119096, -4.775632, 2.128631], [-1.249387, -5.122083, -0.308010], [-0.210363, 2.983842, 3.276629], [3.096285, 2.323074, 1.365627], [3.234186, 1.990674, -0.342989], [7.520905, 7.660986, 2.253465], [5.624871, 7.235890, 2.224405], [5.134555, 6.918893, 0.837706], [4.952552, 8.525786, -0.244587], [5.107334, 8.087399, 2.655335], [5.509846, 6.369507, 2.872935], [4.140555, 6.481742, 0.881854], [5.798602, 6.252084, 0.297847], [-1.402863, 4.706295, 2.419253], [-0.929741, 5.863146, 3.928797], [-1.119426, 7.300351, 3.533674], [0.307909, 7.827328, 2.332209], [0.104160, 5.648898, 4.182781], [-1.581127, 5.575999, 4.751539], [-1.054071, 7.956211, 4.399464], [-2.057898, 7.474434, 3.017629], [6.112979, -0.661527, 1.314349], [4.778806, -0.865671, 2.706593], [3.925313, -2.086653, 2.494623], [2.675659, -1.711776, 1.051500], [4.174332, 0.034640, 2.696301], [5.337230, -0.923275, 3.639725], [3.318310, -2.292970, 3.373299], [4.483660, -2.975753, 2.222644], [-1.893132, -8.727170, 3.193123], [-3.366763, -7.838161, 4.101323], [-4.599464, -7.794075, 3.240301], [-4.445031, -6.455129, 1.836722], [-3.016249, -6.849797, 4.379482], [-3.552286, -8.421015, 5.000440], [-5.466411, -7.493268, 3.825236], [-4.804153, -8.739734, 2.748976], [-1.473256, -6.023565, -4.928640], [-2.105911, -5.051156, -6.491461], [-1.133456, -5.128110, -7.639195], [0.397576, -3.971427, -7.316633], [-2.284447, -4.028981, -6.170010], [-3.051282, -5.517132, -6.760464], [-1.594241, -4.759943, -8.552839], [-0.740628, -6.126113, -7.806249], [-5.672353, -6.965146, 7.296737], [-7.343746, -7.958163, 7.213146], [-7.707596, -8.306282, 5.796341], [-8.386556, -6.763754, 4.821636], [-8.096494, -7.346214, 7.698070], [-7.176709, -8.860402, 7.796716], [-8.511395, -9.038452, 5.777233], [-6.861697, -8.688644, 5.234772], [2.526324, 11.339700, -2.526849], [1.439970, 10.892413, -0.977988], [1.359861, 9.406600, -0.766159], [0.156779, 8.547077, -2.036130], [0.465835, 11.344264, -1.133681], [1.930787, 11.365257, -0.130721], [0.942173, 9.174734, 0.210314], [2.323382, 8.918637, -0.872653], [3.697777, 10.848940, 2.254197], [3.715483, 11.624251, 4.039436], [3.371833, 10.601136, 5.086153], [1.470906, 10.186746, 5.092735], [3.025804, 12.461554, 4.028393], [4.728947, 11.989204, 4.189010], [3.593216, 10.978507, 6.081552], [3.892091, 9.661803, 4.930567], [7.241870, 1.722325, 4.870636], [5.626482, 2.415486, 5.707875], [4.434624, 2.359829, 4.789554], [4.475485, 3.722997, 3.400682], [5.859187, 3.421656, 6.040084], [5.449902, 1.779739, 6.572490], [3.517263, 2.540621, 5.344320], [4.359691, 1.411226, 4.275189], [3.593497, -7.020420, -9.265587], [3.251872, -6.780998, -7.367432], [2.811511, -8.058359, -6.707385], [0.970651, -8.514436, -7.146053], [2.509712, -5.994907, -7.281910], [4.193492, -6.442776, -6.940483], [2.833592, -7.952015, -5.625162], [3.416050, -8.909895, -7.000891], [-7.995161, -4.690143, 0.295987], [-8.212111, -6.051271, -1.078308], [-6.900440, -6.655853, -1.498646], [-5.872971, -5.474512, -2.649737], [-8.747707, -5.584842, -1.898087], [-8.837335, -6.817191, -0.625220], [-7.070198, -7.553899, -2.088007], [-6.263820, -6.891246, -0.651630], [-1.221756, 1.728902, -6.410474], [-1.345591, 0.681247, -8.046347], [-0.027188, 0.053005, -8.409935], [1.220920, 1.351539, -9.138308], [-1.717054, 1.352387, -8.813095], [-2.087727, -0.087563, -7.840767], [-0.166671, -0.692428, -9.189296], [0.462147, -0.405322, -7.556559]], "forces_ev_per_a": [[-0.1, 0.0, 0.4], [0.1, 0.1, -0.3], [-0.3, -0.2, 0.4], [0.3, 0.1, -0.2], [-0.2, 0.0, 0.3], [-0.3, -0.1, -0.3], [0.1, -0.9, 0.5], [0.1, 0.2, -0.1], [0.0, -0.1, 0.2], [0.3, 0.1, 0.4], [-0.1, 0.0, -0.4], [0.0, 0.1, 0.2], [-0.1, 0.2, -0.6], [0.5, -0.5, 0.3], [-0.2, 0.2, 0.0], [0.0, -0.4, 0.2], [-0.1, -0.2, -0.6], [0.2, 0.3, 0.1], [-0.1, 0.1, 0.0], [-0.2, 0.4, 0.2], [0.2, -0.5, 0.0], [0.1, -0.4, -0.1], [-0.2, -0.2, -0.5], [-0.5, -0.1, 0.3], [-0.6, -0.3, -0.3], [0.4, -0.1, 0.0], [0.1, -0.1, -0.1], [-0.1, 0.0, -0.2], [0.0, -0.1, -0.1], [0.1, 0.1, 0.0], [0.0, 0.1, -0.2], [0.2, -0.1, -0.1], [-0.2, 0.1, 0.1], [-0.2, 0.1, 0.2], [0.2, 0.0, -0.2], [0.1, 0.0, -0.1], [0.1, 0.0, 0.1], [0.1, 0.2, 0.0], [-0.1, 0.3, -0.2], [0.1, 0.3, -0.2], [0.1, -0.1, -0.1], [-0.1, 0.0, -0.2], [0.2, -0.1, 0.1], [-0.1, 0.0, 0.1], [-0.1, 0.1, -0.1], [0.0, 0.2, 0.0], [0.0, 0.3, 0.0], [-0.1, 0.1, 0.2], [-0.1, 0.0, 0.1], [0.1, 0.1, 0.1], [0.0, -0.1, 0.0], [-0.1, 0.4, 0.1], [0.2, -0.1, 0.0], [0.2, 0.1, -0.1], [0.0, 0.1, 0.0], [0.2, -0.1, 0.0], [-0.2, 0.3, 0.1], [0.2, 0.0, -0.2], [0.0, 0.0, 0.0], [0.0, 0.0, 0.0], [0.3, 0.4, 0.0], [0.0, 0.0, 0.0], [-0.2, 0.0, 0.0], [-0.1, 0.0, 0.2], [0.2, 0.1, -0.1], [-0.1, 0.0, 0.0], [0.0, -0.1, 0.0], [-0.1, 0.0, -0.1], [0.1, -0.1, 0.0], [0.0, 0.0, 0.0], [0.0, 0.1, -0.1], [0.3, 0.0, 0.1], [-0.1, 0.2, 0.1], [-0.3, -0.2, -0.2], [0.0, 0.0, 0.0], [0.0, -0.1, 0.0], [0.0, 0.0, 0.0], [0.0, 0.0, -0.1], [0.0, 0.1, 0.0], [0.1, -0.2, 0.0], [-0.1, 0.1, 0.0], [-0.1, -0.1, -0.1], [0.0, 0.0, 0.0], [0.0, 0.0, 0.0], [0.0, 0.1, 0.0], [0.1, 0.0, 0.0], [0.0, 0.1, 0.0], [-0.1, -0.2, 0.1], [-0.1, 0.1, 0.0], [0.1, 0.0, -0.1], [0.0, 0.0, 0.0], [0.0, 0.0, 0.0], [0.0, 0.0, 0.0], [0.0, 0.0, 0.1], [0.0, 0.0, 0.0], [0.2, 0.0, 0.1], [-0.3, 0.1, -0.1], [0.1, -0.1, 0.0], [0.0, 0.0, 0.0], [0.0, 0.0, 0.0], [0.0, 0.0, 0.0], [0.0, 0.0, 0.0], [0.0, 0.0, 0.0], [0.1, 0.1, -0.1], [-0.1, -0.2, 0.0], [0.0, 0.0, -0.1], [0.0, 0.0, 0.0], [0.0, 0.0, 0.0], [0.0, 0.2, -0.1], [0.0, 0.0, 0.0], [0.0, 0.0, 0.1], [0.1, 0.0, -0.2], [-0.1, 0.0, 0.1], [0.0, 0.0, 0.0], [0.0, 0.0, 0.1], [0.0, 0.0, 0.0], [0.0, 0.0, 0.0], [0.0, 0.0, 0.0], [-0.1, 0.0, 0.0], [0.2, -0.1, 0.0], [0.1, 0.1, 0.2], [0.1, -0.1, 0.1], [0.0, 0.0, 0.0], [0.0, 0.0, 0.0], [0.0, 0.0, 0.0], [0.0, 0.0, 0.1], [-0.1, 0.0, 0.0], [0.1, 0.0, -0.1], [-0.1, 0.0, 0.1], [0.0, 0.0, 0.0], [0.0, 0.0, 0.0], [0.0, 0.0, 0.0], [0.0, 0.0, 0.0], [0.0, 0.0, 0.0], [0.0, 0.0, -0.1], [-0.1, 0.0, 0.2], [0.0, 0.0, -0.1], [0.1, 0.1, 0.0], [0.0, 0.0, 0.0], [0.0, 0.0, 0.0], [0.0, 0.0, 0.0], [0.0, 0.0, 0.0], [0.0, 0.1, 0.0], [-0.1, -0.2, 0.2], [0.1, 0.1, -0.2], [0.0, 0.0, 0.1], [0.0, 0.0, 0.0], [0.0, 0.0, 0.0], [0.0, 0.0, 0.0], [0.0, 0.0, 0.0]], "total_energy_ha": -64300.60864, "lumo_energy_ev": -3.967, "charge": 1}